Below is a 2-piece molecular cluster, C4H6NO2 overall at a distorted geometry, with properties calculated with wB97M-V/def2-TZVPD.

Geometry as XYZ:
```
13
Properties=species:S:1:pos:R:3
C -2.925 -0.230 0.511
C 0.687 -0.692 -0.493
C 1.583 -1.532 0.257
C -0.164 1.688 -0.021
N -0.144 0.246 -0.267
O -3.889 0.333 0.389
O 0.304 -0.440 -1.668
H 1.133 -2.445 0.621
H 2.254 -2.058 -0.437
H 1.855 -1.012 1.190
H -1.110 2.065 -0.584
H 0.712 2.044 -0.456
H -0.298 2.032 0.957
```

Summary:
HOMO   -16.1 eV
Charge   +1

natural (NBO) population analysis, charges in e, atoms 1 to 6: atom 1 (C): 0.466, atom 2 (C): 0.723, atom 3 (C): -0.772, atom 4 (C): -0.454, atom 5 (N): -0.015, atom 6 (O): -0.458

Below is C24H44ClNaO28 as an isolated structure at a distorted geometry, with properties calculated with wB97M-V/def2-TZVPD.

Geometry as XYZ:
```
98
Properties=species:S:1:pos:R:3
Na 0.700 -1.063 -5.484
Cl 1.922 -1.211 0.352
O 0.626 -1.814 0.518
O 2.923 -1.971 0.960
O 2.301 -1.148 -1.047
O 1.895 0.113 0.840
C 4.902 -0.450 6.099
C 3.579 -0.366 6.899
O 3.522 -1.569 7.646
C 4.666 -2.273 7.503
O 4.924 -3.281 8.148
O 5.533 -1.630 6.642
H 5.545 0.425 6.198
H 4.575 -0.399 5.060
H 2.723 -0.298 6.229
H 3.573 0.431 7.642
C 6.004 4.576 -0.275
C 6.219 4.278 1.163
O 7.002 5.364 1.686
C 7.045 6.275 0.777
O 7.453 7.482 0.980
O 6.343 5.974 -0.279
H 4.943 4.474 -0.504
H 6.610 3.886 -0.861
H 6.851 3.394 1.248
H 5.251 4.261 1.665
C -6.984 -5.374 -0.654
O -5.832 -5.784 -0.017
C -5.417 -5.275 1.183
O -6.100 -4.688 1.949
O -4.145 -5.708 1.377
C -3.461 -5.322 2.558
H -7.181 -4.305 -0.575
H -7.862 -5.930 -0.328
H -6.935 -5.702 -1.692
H -3.952 -5.843 3.380
H -3.522 -4.252 2.758
H -2.390 -5.528 2.563
C 2.758 8.349 4.645
O 2.197 7.132 4.037
C 1.304 7.219 2.986
O 1.034 8.225 2.288
O 0.665 6.024 2.946
C -0.148 5.615 1.852
H 3.364 8.144 5.528
H 1.941 9.029 4.885
H 3.380 8.992 4.023
H 0.446 5.555 0.940
H -1.056 6.185 1.655
H -0.426 4.562 1.798
C 10.352 -5.222 -7.676
O 9.357 -4.347 -7.028
C 8.679 -4.700 -5.903
O 8.763 -5.912 -5.410
O 8.084 -3.609 -5.348
C 7.432 -3.870 -4.110
H 9.934 -5.545 -8.629
H 10.475 -6.089 -7.026
H 11.291 -4.694 -7.841
H 7.246 -2.962 -3.537
H 8.204 -4.380 -3.534
H 6.537 -4.492 -4.123
C -1.716 -5.801 -3.018
O -2.687 -5.764 -4.028
C -3.183 -4.583 -4.341
O -2.675 -3.518 -4.216
O -4.303 -4.831 -5.045
C -5.177 -3.682 -5.455
H -0.795 -5.395 -3.437
H -1.678 -6.816 -2.623
H -2.022 -5.157 -2.194
H -4.918 -3.301 -6.443
H -5.130 -2.881 -4.718
H -6.250 -3.876 -5.451
C -4.987 0.831 -1.748
O -5.355 1.931 -2.625
C -4.333 2.431 -3.363
O -3.166 2.019 -3.427
O -4.742 3.532 -4.100
C -5.972 4.156 -4.051
H -4.571 0.026 -2.355
H -5.837 0.531 -1.135
H -4.191 1.038 -1.033
H -6.059 4.724 -3.125
H -6.729 3.375 -3.974
H -6.292 4.835 -4.841
C -3.834 1.707 3.920
O -4.877 2.560 3.501
C -6.195 2.113 3.202
O -6.635 0.973 3.376
O -6.907 3.211 2.831
C -8.170 3.061 2.192
H -4.219 1.078 4.722
H -3.002 2.274 4.336
H -3.383 1.085 3.147
H -8.871 2.303 2.542
H -8.163 2.812 1.131
H -8.643 4.041 2.123
```

Summary:
HOMO   -8.3 eV
Charge   0

Mulliken population analysis, charges in e, atoms 1 to 6: atom 1 (Na): 0.995, atom 2 (Cl): 1.586, atom 3 (O): -0.624, atom 4 (O): -0.625, atom 5 (O): -0.713, atom 6 (O): -0.622

Below is C26H25BF3N4O7 as an isolated structure at a distorted geometry, with properties calculated with wB97M-V/def2-TZVPD.

Geometry as XYZ:
```
66
Properties=species:S:1:pos:R:3
C -2.507 3.796 1.004
C -1.034 4.095 1.241
C -0.844 5.457 1.883
C -0.452 3.051 2.230
O -0.036 1.845 1.580
B 0.624 2.058 0.383
C 2.069 1.597 0.248
C 2.681 0.968 1.344
C 4.056 1.064 1.493
C 4.795 1.696 0.494
C 6.256 1.952 0.761
F 6.875 2.614 -0.258
F 6.418 2.713 1.892
F 6.953 0.791 0.965
C 4.220 2.090 -0.712
C 2.838 2.013 -0.849
C -1.095 -0.708 -1.095
C -2.171 0.249 -0.603
C -0.219 -1.355 -0.064
C 1.023 -1.858 -0.497
C 1.809 -2.669 0.316
C 1.396 -2.948 1.624
C 0.237 -2.345 2.115
C -0.542 -1.517 1.296
O 0.031 2.814 -0.609
C -0.313 4.127 -0.134
H -2.619 2.817 0.514
H -3.051 3.785 1.957
H -2.952 4.570 0.361
H 0.231 5.629 2.032
H -1.238 6.262 1.251
H -1.336 5.508 2.861
H 0.430 3.458 2.751
H -1.196 2.741 2.975
H 2.076 0.468 2.100
H 4.546 0.672 2.384
H 4.833 2.474 -1.526
H 2.353 2.334 -1.771
H -0.433 -0.114 -1.743
H -2.183 1.153 -1.230
H -3.180 -0.192 -0.605
H -1.920 0.556 0.414
H 1.391 -1.545 -1.476
H 2.734 -3.091 -0.081
H 1.938 -3.671 2.235
H -0.086 -2.509 3.145
H -1.358 -0.928 1.720
H -0.954 4.552 -0.917
H 0.619 4.715 -0.078
O -3.955 -6.981 -0.436
N -3.191 -6.698 -1.377
O -2.696 -7.569 -2.125
C -2.829 -5.320 -1.641
C -1.880 -5.006 -2.613
C -1.465 -3.656 -2.785
N -0.486 -3.332 -3.811
O -0.181 -4.207 -4.650
O 0.004 -2.178 -3.823
C -2.002 -2.629 -2.024
C -3.086 -2.899 -1.204
N -3.979 -2.060 -0.594
O -4.881 -2.907 0.061
N -4.601 -4.237 -0.163
C -3.493 -4.233 -0.947
H -1.422 -5.781 -3.220
H -1.569 -1.542 -1.972
```

Summary:
HOMO   -3.3 eV
Charge   -1

natural (NBO) population analysis, charges in e, atoms 1 to 6: atom 1 (C): -0.607, atom 2 (C): -0.125, atom 3 (C): -0.601, atom 4 (C): -0.048, atom 5 (O): -0.741, atom 6 (B): 1.225

Below is a 2-piece molecular cluster, CHIOS2 overall at a distorted geometry, with properties calculated with wB97M-V/def2-TZVPD.

Geometry as XYZ:
```
6
Properties=species:S:1:pos:R:3
C 0.314 -0.263 -1.154
O 1.142 -0.975 -0.938
S -0.075 1.295 -1.806
S -1.462 -0.229 -1.191
I -0.328 0.167 3.230
H 0.409 0.005 1.859
```

Summary:
HOMO   -9.3 eV
SMILES   O=C1SS1.I
Charge   0

Okay, here come the natural (NBO) numbers, in e, for every atom: atom 1 (C): 0.287, atom 2 (O): -0.462, atom 3 (S): 0.114, atom 4 (S): 0.063, atom 5 (I): -0.087, atom 6 (H): 0.086

Below is one molecule with the formula C5H5ClN2 at a distorted geometry, with properties calculated with wB97M-V/def2-TZVPD.

Geometry as XYZ:
```
13
Properties=species:S:1:pos:R:3
C -0.818 -0.814 0.129
C -0.228 0.467 0.085
C 1.078 0.662 0.314
C 2.149 -0.125 -0.106
C -0.959 1.673 -0.013
H -2.791 -0.365 -0.651
H -2.432 -2.084 -0.166
H -0.162 -1.590 0.397
H 1.726 1.563 0.711
H 1.962 -1.428 -0.251
N -2.064 -1.156 -0.155
N -1.427 2.791 -0.172
Cl 3.966 0.407 -0.122
```

Summary:
HOMO   -8.1 eV
SMILES   N#CC(=C\N)/C=C/Cl
Charge   0

natural (NBO) population analysis, charges in e, atoms 1 to 6: atom 1 (C): 0.168, atom 2 (C): -0.367, atom 3 (C): -0.252, atom 4 (C): -0.174, atom 5 (C): 0.273, atom 6 (H): 0.424

Below is one molecule with the formula C3H2N2O2 at a distorted geometry, with properties calculated with wB97M-V/def2-TZVPD.

Geometry as XYZ:
```
9
Properties=species:S:1:pos:R:3
N -0.066 -0.859 0.985
C -0.250 -0.213 -0.185
O -0.133 1.097 0.057
C -0.081 1.805 -1.149
O 0.286 2.931 -1.178
C 0.132 -2.197 0.876
N 0.356 -3.318 0.700
H 0.141 -0.402 1.874
H -0.385 1.155 -1.982
```

Summary:
HOMO   -10.6 eV
Charge   0

natural (NBO) population analysis, charges in e, atoms 1 to 6: atom 1 (N): -0.667, atom 2 (C): 0.349, atom 3 (O): -0.530, atom 4 (C): 0.648, atom 5 (O): -0.492, atom 6 (C): 0.413

Below is C26H18BrIMnN2O3S2 as an isolated structure at a distorted geometry, with properties calculated with wB97M-V/def2-TZVPD.

Geometry as XYZ:
```
54
Properties=species:S:1:pos:R:3
Mn 0.124 -0.941 -0.518
O -2.163 3.312 -2.774
C -0.949 3.348 -3.367
C -0.713 4.308 -4.338
C 0.520 4.396 -4.972
C 1.540 3.524 -4.624
C 1.318 2.551 -3.674
C 0.077 2.434 -3.033
C -0.152 1.362 -2.082
O 0.685 0.368 -1.990
N -1.227 1.418 -1.305
N -1.322 0.389 -0.434
C -2.455 0.267 0.236
C -2.691 -0.719 1.225
C -3.976 -0.887 1.766
C -4.238 -1.821 2.743
C -3.209 -2.621 3.228
C -1.930 -2.496 2.716
C -1.635 -1.577 1.697
O -0.429 -1.492 1.225
H -2.110 2.582 -2.095
H -1.515 4.984 -4.595
H 0.683 5.151 -5.729
H 2.507 3.598 -5.101
H 2.097 1.857 -3.398
H -3.267 0.955 -0.010
H -4.774 -0.263 1.379
H -5.244 -1.929 3.133
H -3.402 -3.346 4.010
H -1.127 -3.129 3.068
S -1.794 -2.345 -1.906
C -1.414 -3.795 -1.035
C -2.408 -4.753 -0.834
C -2.175 -5.882 -0.075
C -0.927 -6.088 0.490
C 0.088 -5.176 0.260
C -0.129 -4.036 -0.502
S 1.230 -2.973 -0.812
H -3.376 -4.579 -1.282
H -2.971 -6.603 0.076
H -0.745 -6.959 1.107
H 1.072 -5.324 0.685
Br 6.163 0.878 -1.428
C 5.911 0.118 0.290
C 7.034 -0.256 1.010
C 6.905 -0.670 2.320
C 5.630 -0.738 2.903
C 4.514 -0.423 2.150
C 4.621 0.044 0.848
I 2.823 0.350 -0.353
H 8.004 -0.213 0.534
H 7.783 -0.937 2.893
H 5.523 -1.043 3.936
H 3.527 -0.523 2.579
```

Summary:
HOMO (alpha / beta)   -0.1 / -0.4 eV
2S+1   6
<S²>   8.765
Charge   -2

natural (NBO) population analysis, charges in e, atoms 1 to 6: atom 1 (Mn): 1.146, atom 2 (O): -0.709, atom 3 (C): 0.350, atom 4 (C): -0.295, atom 5 (C): -0.203, atom 6 (C): -0.266

Below is a 2-piece molecular cluster, CF3IO overall at a distorted geometry, with properties calculated with wB97M-V/def2-TZVPD.

Geometry as XYZ:
```
6
Properties=species:S:1:pos:R:3
C -0.516 -0.063 -0.576
O 0.661 0.931 1.047
F -1.723 0.399 -0.468
F 0.076 0.238 -1.689
F -0.383 -1.305 -0.209
I 1.884 -0.202 1.894
```

Summary:
HOMO (alpha / beta)   -8.7 / -8.7 eV
Charge   0

Okay, here come the natural (NBO) numbers, in e, for every atom: atom 1 (C): 1.227, atom 2 (O): -0.904, atom 3 (F): -0.259, atom 4 (F): -0.260, atom 5 (F): -0.266, atom 6 (I): 0.461

Below is one molecule with the formula C4H9N3O at a distorted geometry, with properties calculated with wB97M-V/def2-TZVPD.

Geometry as XYZ:
```
17
Properties=species:S:1:pos:R:3
N 1.793 1.429 -0.515
C 0.869 -0.942 -0.272
C 1.508 -1.216 0.884
O 0.686 0.462 -0.654
H 1.489 2.151 -1.167
H 1.637 1.827 0.415
H 0.911 -1.564 -1.153
H 1.584 -0.490 1.681
H 1.874 -2.211 1.080
C -1.351 -0.917 -0.118
C -0.783 0.870 0.166
N -2.031 -1.163 -1.154
N -1.221 1.929 -0.362
H -2.836 -1.770 -0.993
H -2.078 2.263 0.072
H -1.528 -1.370 0.873
H -0.523 0.713 1.218
```

Summary:
HOMO   -7.4 eV
Charge   0

natural (NBO) population analysis, charges in e, atoms 1 to 6: atom 1 (N): -0.469, atom 2 (C): 0.105, atom 3 (C): -0.459, atom 4 (O): -0.349, atom 5 (H): 0.373, atom 6 (H): 0.343

Below is a 10-piece molecular cluster, C37H56N10O3 overall at a distorted geometry, with properties calculated with wB97M-V/def2-TZVPD.

Geometry as XYZ:
```
106
Properties=species:S:1:pos:R:3
C 4.483 1.214 -3.186
O 3.753 0.717 -2.361
N 4.140 2.210 -4.036
C 5.064 2.808 -4.982
C 2.704 2.717 -4.076
H 5.540 0.919 -3.292
H 6.040 2.320 -4.940
H 5.190 3.892 -4.832
H 4.673 2.589 -5.966
H 2.159 2.385 -3.206
H 2.766 3.804 -3.935
H 2.177 2.522 -5.004
C -2.354 -0.617 -2.045
O -2.324 -1.262 -1.010
N -3.475 -0.151 -2.620
C -3.377 0.762 -3.726
C -4.841 -0.546 -2.113
H -1.447 -0.281 -2.598
H -3.714 0.334 -4.673
H -2.319 1.018 -3.841
H -3.919 1.705 -3.554
H -5.202 -1.326 -2.791
H -4.797 -1.049 -1.137
H -5.546 0.284 -2.161
C -5.160 3.433 1.267
O -6.200 3.013 0.778
N -4.064 2.674 1.345
C -4.123 1.265 1.042
C -2.807 3.240 1.835
H -4.967 4.460 1.592
H -5.003 0.960 0.481
H -4.135 0.709 1.979
H -3.234 0.932 0.497
H -1.970 3.227 1.128
H -3.071 4.224 2.174
H -2.532 2.673 2.733
N -0.370 -2.157 -4.649
C 0.080 -2.861 -3.536
C 0.933 -2.047 -2.808
C 1.008 -0.835 -3.495
C 0.186 -0.915 -4.645
H -0.988 -2.498 -5.359
H -0.203 -3.891 -3.386
H 1.449 -2.323 -1.896
H 1.636 0.007 -3.285
H 0.025 -0.260 -5.487
N 2.248 -0.030 6.433
C 1.308 -0.703 7.120
C 0.514 -1.326 6.173
C 0.952 -1.004 4.873
C 2.047 -0.184 5.077
H 2.923 0.571 6.876
H 1.287 -0.686 8.196
H -0.296 -2.005 6.443
H 0.530 -1.280 3.915
H 2.633 0.355 4.331
N -0.909 -3.628 -0.280
C -1.217 -4.885 -0.709
C -0.336 -5.808 -0.105
C 0.523 -5.025 0.695
C 0.131 -3.696 0.592
H -1.362 -2.800 -0.666
H -2.027 -4.941 -1.433
H -0.386 -6.881 -0.290
H 1.311 -5.400 1.320
H 0.523 -2.767 0.999
N 0.407 3.267 -0.727
C 0.990 4.468 -0.432
C 0.540 5.382 -1.446
C -0.307 4.676 -2.331
C -0.337 3.392 -1.848
H 0.620 2.437 -0.213
H 1.593 4.589 0.462
H 0.860 6.408 -1.472
H -0.821 5.064 -3.193
H -0.779 2.457 -2.180
N -4.129 -2.391 2.081
C -4.772 -2.662 3.250
C -3.789 -2.766 4.212
C -2.521 -2.550 3.609
C -2.782 -2.321 2.275
H -4.600 -2.340 1.201
H -5.820 -2.855 3.239
H -4.058 -3.020 5.221
H -1.521 -2.582 4.069
H -2.158 -2.133 1.404
N 4.486 -1.485 2.622
C 5.494 -0.596 2.671
C 5.965 -0.357 1.404
C 5.216 -1.206 0.530
C 4.286 -1.854 1.357
H 4.019 -1.859 3.442
H 5.858 -0.265 3.643
H 6.725 0.324 1.093
H 5.319 -1.211 -0.546
H 3.468 -2.550 1.210
N 1.796 0.346 0.198
C 2.083 0.960 1.382
C 0.918 1.181 2.053
C -0.145 0.700 1.223
C 0.453 0.149 0.073
H 2.435 0.167 -0.577
H 3.104 1.192 1.634
H 0.879 1.658 3.005
H -1.219 0.649 1.381
H -0.019 -0.337 -0.762
```

Summary:
HOMO   -7.6 eV
SMILES   c1cc[nH]c1.c1cc[nH]c1.c1cc[nH]c1.c1cc[nH]c1.c1cc[nH]c1.c1cc[nH]c1.c1cc[nH]c1.CN(C)C=O.CN(C)C=O.CN(C)C=O
Charge   0

Mulliken population analysis, charges in e, atoms 1 to 6: atom 1 (C): -0.007, atom 2 (O): -0.547, atom 3 (N): 0.223, atom 4 (C): -0.902, atom 5 (C): -0.599, atom 6 (H): 0.296

Below is C26H28N5O3Pt as an isolated structure, with properties calculated with wB97M-V/def2-TZVPD.

Geometry as XYZ:
```
63
Properties=species:S:1:pos:R:3
Pt 0.190 0.360 0.421
C -5.205 0.699 -0.531
N -3.846 0.653 -1.094
C -3.713 0.932 -2.533
C -2.795 0.378 -0.365
O -1.627 0.352 -0.849
C -3.017 0.096 1.113
O -1.811 -0.376 1.713
C -1.775 -1.778 1.982
C -0.838 -2.479 1.009
O -0.045 -1.787 0.297
N -0.824 -3.785 0.954
C 0.092 -4.494 0.048
C -1.663 -4.667 1.777
H -5.850 1.200 -1.246
H -5.601 -0.304 -0.368
H -5.238 1.259 0.402
H -3.943 1.980 -2.726
H -2.709 0.705 -2.867
H -4.424 0.316 -3.079
H -3.317 1.011 1.627
H -3.819 -0.628 1.245
H -1.403 -1.921 2.998
H -2.778 -2.192 1.930
H 0.687 -3.789 -0.517
H 0.738 -5.146 0.634
H -0.491 -5.109 -0.636
H -2.357 -4.120 2.405
H -2.226 -5.331 1.125
H -1.023 -5.275 2.416
C 2.777 -1.636 3.375
C 1.772 -0.840 2.831
N 1.872 -0.304 1.622
C 2.988 -0.509 0.866
C 4.039 -1.299 1.346
C 3.902 -1.879 2.625
C 5.206 -1.455 0.550
C 5.312 -0.799 -0.650
C 4.279 0.018 -1.119
C 3.092 0.161 -0.402
N 2.012 0.926 -0.707
C 1.816 1.995 -1.533
C 2.592 2.410 -2.610
C 2.283 3.580 -3.316
C 1.220 4.363 -2.953
C 0.407 3.992 -1.850
C -0.669 4.779 -1.392
C -1.386 4.392 -0.284
C -1.052 3.197 0.343
N -0.050 2.432 -0.078
C 0.696 2.808 -1.159
H 2.665 -2.037 4.372
H 0.880 -0.603 3.399
H 4.699 -2.502 3.012
H 6.010 -2.084 0.910
H 6.207 -0.906 -1.247
H 4.421 0.516 -2.063
H 3.435 1.830 -2.944
H 2.903 3.864 -4.155
H 0.992 5.273 -3.495
H -0.915 5.696 -1.915
H -2.191 4.999 0.107
H -1.584 2.862 1.224
```

Summary:
HOMO (alpha / beta)   -16.4 / -17.0 eV
2S+1   5
<S²>   6.076
Charge   +3

natural (NBO) population analysis, charges in e, atoms 1 to 6: atom 1 (Pt): 1.641, atom 2 (C): -0.433, atom 3 (N): -0.337, atom 4 (C): -0.427, atom 5 (C): 0.656, atom 6 (O): -0.698